# C4H10ClN2

An isolated ion of composition C4H10ClN2 and charge +1 at a distorted geometry (ωB97M-V with the def2-TZVPD basis set, the Open Molecules 2025 dataset).

Last column: Löwdin charge in e.
Cartesian coordinates (Å):
C -0.958 0.759 0.440  -0.4680
C -0.669 -0.638 0.306  -0.2683
C -0.191 1.757 -0.166  -0.0644
C 1.750 -1.083 0.079  0.0036
N -1.807 0.090 -0.480  -0.3958
N 0.350 -1.190 -0.492  0.0645
Cl -3.358 -0.394 0.020  0.6974
H -1.368 1.097 1.412  0.1733
H -1.108 -1.156 1.108  0.1359
H 0.282 1.540 -1.063  0.0621
H 0.643 2.172 0.524  0.1337
H -0.873 2.691 -0.109  0.1479
H 2.008 -1.754 0.891  0.0979
H 2.582 -1.205 -0.762  0.1531
H 1.997 -0.020 0.419  0.1179
H 0.359 -2.178 -0.844  0.2170
H 0.360 -0.488 -1.284  0.1923

Cartesian forces (eV/Å) of the 6 atoms listed first:
C -1.06 0.43 2.51
C -3.60 -0.41 0.31
C 1.62 6.10 2.46
C 3.31 2.17 -1.06
N 1.22 -2.00 -0.31
N 3.30 0.64 -1.79

- structure (SMILES) = C[NH2+][C@H]1[C@@H](C)N1Cl
- highest occupied orbital energy (eV) = -14.0076
- gap between HOMO and LUMO (eV) = 10.5
- charge = +1
- energy relative to the best compared isomer or geometry (same formula, charge and spin) (kcal per mole) = 89.8
- 2S+1 = 1

***

# C13H22BGaNO2

C13H22BGaNO2 as an isolated structure at a distorted geometry (ωB97M-V with the def2-TZVPD basis set, the Open Molecules 2025 dataset).

Last column: Löwdin charge in e.
Cartesian coordinates (Å):
C -0.306 1.195 -4.396  -0.1918
C 1.076 1.383 -4.136  -0.2442
C 1.199 2.032 -2.824  -0.2932
C -0.155 2.243 -2.349  -0.2099
C -1.051 1.713 -3.303  -0.2068
Ga 1.097 -0.119 -2.267  0.3813
N -0.542 -0.665 -1.207  0.0945
C -0.111 -2.101 -2.038  -0.2050
C 1.217 -1.962 -2.731  -0.3055
H 2.085 2.554 -2.469  0.0786
H 1.899 1.281 -4.850  0.0856
H -0.412 2.816 -1.453  0.0877
H -2.135 1.797 -3.266  0.0762
H -0.728 0.826 -5.334  0.0775
H 1.166 -2.169 -3.801  0.0359
H -0.098 -2.842 -1.230  0.0919
H -1.406 -0.266 -1.568  0.1055
H 2.012 -2.521 -2.233  0.0388
H -0.962 -2.306 -2.702  0.0996
C -1.401 1.219 3.070  -0.0262
C -0.373 0.582 2.157  -0.4516
C 0.899 1.438 2.150  -0.0323
O -0.936 0.592 0.821  0.1493
B -0.444 -0.537 0.226  -0.9309
O 0.163 -1.450 1.042  0.1419
C -0.063 -0.970 2.393  -0.4472
C 1.162 -1.290 3.229  -0.0289
C -1.259 -1.724 2.982  -0.0283
H -1.044 1.216 4.107  0.0896
H -2.364 0.696 3.016  0.0818
H -1.560 2.262 2.766  0.0926
H 0.669 2.428 1.732  0.0928
H 1.271 1.580 3.174  0.0852
H 1.699 0.988 1.542  0.0816
H 1.007 -0.963 4.266  0.0901
H 1.329 -2.376 3.241  0.0916
H 2.064 -0.804 2.840  0.0813
H -2.184 -1.532 2.419  0.0941
H -1.058 -2.804 2.953  0.0912
H -1.421 -1.441 4.030  0.0857

Cartesian forces (eV/Å) of the 6 atoms listed first:
C -0.25 0.17 0.16
C -0.18 0.83 0.53
C -1.58 0.50 -1.08
C 0.76 0.68 -0.68
C 0.29 0.26 -0.35
Ga 3.96 2.88 1.97

- highest occupied orbital energy (eV) = -0.0415
- gap between HOMO and LUMO (eV) = 2.8
- charge = -1
- 2S+1 = 1

***

# C2H3IN2

A 2-piece molecular cluster, C2H3IN2 overall at a distorted geometry (ωB97M-V with the def2-TZVPD basis set, the Open Molecules 2025 dataset).

Last column: Löwdin charge in e.
Cartesian coordinates (Å):
C -1.514 -1.057 -0.008  -0.0555
C 1.783 1.287 0.557  -0.6888
N -0.938 0.095 -0.112  -0.1998
N -0.477 1.114 -0.349  0.1640
I 2.754 -0.367 0.111  0.7339
H -1.763 -1.647 0.899  0.0660
H -1.969 -1.520 -0.960  0.0901
H 2.123 2.095 -0.137  -0.1100

Cartesian forces (eV/Å) of the 6 atoms listed first:
C -1.23 -1.65 -1.28
C -0.81 1.81 0.61
N -0.30 0.24 -0.30
N -0.16 -0.99 0.49
I 0.79 -1.28 -0.56
H 0.76 1.30 -0.39

- highest occupied orbital energy (alpha / beta) (eV) = -8.1844 / -8.1851
- gap between HOMO and LUMO (alpha / beta) (eV) = 7.4 / 7.4
- charge = 0
- energy relative to the best compared isomer or geometry (same formula, charge and spin) (kcal per mole) = 106.3
- 2S+1 = 1

***

# C20H48Br2O6P

A 3-piece molecular cluster, C20H48Br2O6P overall at a distorted geometry (ωB97M-V with the def2-TZVPD basis set, the Open Molecules 2025 dataset).

Last column: Löwdin charge in e.
Cartesian coordinates (Å):
C -1.860 5.030 2.023  -0.1249
C -3.166 4.131 1.952  -0.2484
C -2.755 2.685 2.385  -0.2523
C -3.896 1.843 3.048  -0.2931
C -3.394 0.939 4.234  -0.4026
P -2.396 -0.596 3.611  0.3076
C -1.364 -2.095 2.897  -0.8819
Br -2.563 -3.324 1.906  0.5466
C -0.228 -1.666 1.915  -0.8296
C -0.730 -1.049 0.575  -0.1973
Br 1.158 -0.527 2.775  0.6009
H -1.809 5.777 1.214  0.0555
H -1.763 5.452 3.038  0.0645
H -1.015 4.322 1.889  0.0569
H -3.413 4.080 0.869  0.0940
H -3.987 4.559 2.549  0.0903
H -2.333 2.081 1.561  0.0917
H -1.942 2.792 3.137  0.0958
H -4.745 2.480 3.374  0.0829
H -4.302 1.149 2.278  0.0774
H -4.261 0.632 4.866  0.0530
H -2.720 1.571 4.859  0.0534
H -1.384 -0.401 4.668  -0.0440
H -1.599 0.292 2.778  -0.0611
H -3.397 -0.821 2.582  -0.0528
H -3.091 -1.496 4.548  -0.0427
H -0.886 -2.611 3.756  0.0441
H 0.313 -2.592 1.626  0.0613
H 0.117 -0.585 0.025  0.0557
H -1.459 -0.232 0.739  0.0545
H -1.222 -1.796 -0.069  0.0198
C 4.063 1.807 1.519  -0.1221
O 3.883 2.693 0.432  -0.2079
C 2.517 2.791 0.049  -0.1953
C 2.251 4.111 -0.651  -0.1774
O 2.128 5.215 0.242  -0.1313
C 3.331 5.690 0.833  -0.1801
C 4.223 6.450 -0.134  -0.2028
O 4.962 5.550 -0.948  -0.2020
C 5.385 6.146 -2.153  -0.1193
H 3.753 0.794 1.248  0.0669
H 5.122 1.801 1.779  0.0843
H 3.497 2.153 2.391  0.0848
H 1.865 2.708 0.926  0.1256
H 2.301 1.964 -0.639  0.1278
H 1.279 4.033 -1.143  0.1264
H 2.988 4.313 -1.429  0.1174
H 3.870 4.884 1.331  0.1214
H 3.009 6.392 1.606  0.1261
H 4.943 7.055 0.432  0.1242
H 3.605 7.108 -0.756  0.1254
H 4.522 6.478 -2.741  0.0863
H 5.923 5.394 -2.729  0.0865
H 6.053 6.993 -1.955  0.0851
C -0.023 -2.768 -3.638  -0.1134
O -0.120 -4.065 -3.091  -0.2029
C -1.071 -4.129 -2.033  -0.1985
C -1.596 -5.542 -1.871  -0.1687
O -2.582 -5.900 -2.839  -0.1288
C -2.113 -6.152 -4.158  -0.1842
C -1.363 -7.466 -4.295  -0.2044
O -0.027 -7.331 -3.831  -0.2019
C 0.534 -8.568 -3.455  -0.1175
H 0.321 -2.052 -2.884  0.0858
H 0.698 -2.800 -4.455  0.0843
H -0.990 -2.449 -4.044  0.0873
H -1.910 -3.451 -2.229  0.1301
H -0.566 -3.820 -1.111  0.1152
H -2.110 -5.592 -0.908  0.1199
H -0.789 -6.274 -1.841  0.1203
H -1.527 -5.312 -4.535  0.1198
H -3.014 -6.221 -4.772  0.1238
H -1.320 -7.753 -5.354  0.1235
H -1.888 -8.243 -3.728  0.1259
H -0.046 -9.022 -2.643  0.0874
H 1.544 -8.383 -3.092  0.0873
H 0.579 -9.251 -4.312  0.0848

Cartesian forces (eV/Å) of the 6 atoms listed first:
C -0.52 -1.10 0.06
C 1.71 -0.28 -1.02
C -0.70 0.11 1.17
C 0.19 -0.75 0.02
C -0.15 0.90 -0.32
P -0.32 0.78 0.90

- highest occupied orbital energy (eV) = -3.6322
- gap between HOMO and LUMO (eV) = 6.1
- charge = -1
- 2S+1 = 1